# C28H49BF4IN2O2P

A cluster of 2 separate species, C28H49BF4IN2O2P in total in a non-equilibrium geometry (ωB97M-V/def2-TZVPD, the Open Molecules 2025 dataset).

Structure (XYZ):
```
88
Properties=species:S:1:pos:R:3:forces:R:3:mulliken_charge:R:1
C 0.82719 -3.35554 -4.28879 -0.3 0.0 0.9 0.432
C 0.81125 -2.55897 -3.35446 0.2 -0.8 1.9 -1.776
C 0.66513 -1.97784 -1.93373 -2.5 0.5 -1.1 0.871
C -0.63050 -1.44336 -1.44770 2.8 -0.6 -1.0 -0.286
C -1.90507 -1.44859 -2.36561 0.7 -1.2 1.4 -0.040
C -2.65574 -2.86099 -2.13627 -1.4 -0.3 -2.6 0.222
O -3.31985 -3.37366 -2.99569 1.5 1.4 1.9 -0.417
I -2.53210 -3.96214 -0.24202 0.2 0.4 -0.2 -0.040
N -0.41865 -1.02928 -0.09687 2.9 -1.7 -2.4 0.868
C -1.45364 -0.46090 0.79086 -0.9 1.5 1.2 -0.712
C -2.23018 0.79162 0.11750 -0.3 -0.5 0.6 -0.780
C -3.78804 0.57821 0.39244 0.1 0.3 -0.3 -0.341
C -4.74512 1.26639 -0.67667 -0.9 -0.8 0.7 -0.505
C -6.24732 1.15033 -0.10602 0.3 0.0 0.0 -0.701
C -6.48136 2.04831 1.19573 -0.3 -0.6 -0.6 -0.348
C -8.01336 2.11722 1.64215 0.3 1.0 0.7 -0.809
C -8.76022 3.36503 0.99306 0.6 -1.5 1.0 -0.537
O -8.77233 3.17715 -0.43950 0.6 1.6 0.8 -0.335
C -8.15400 4.32797 -1.06324 -0.8 0.3 -0.6 -0.555
C 0.94255 -1.32145 0.17821 0.7 0.3 0.3 -0.441
P 1.58981 -0.96311 1.90336 -1.0 0.1 0.7 -0.244
C 2.49300 0.68290 2.00726 0.5 0.7 0.4 0.505
C 2.82795 0.94000 3.55289 -0.2 -0.9 -0.1 -1.145
C 2.64334 -2.41160 2.48754 0.3 -1.1 -0.7 -0.299
C 1.96364 -3.09410 3.76508 -0.3 1.1 -0.6 -1.083
N 1.64144 -1.89011 -0.90177 -4.4 1.3 -0.4 0.697
C 3.03790 -2.37504 -1.04385 0.9 -0.4 0.9 -1.276
C 4.14989 -1.37531 -0.52883 0.5 0.7 -0.5 0.271
C 4.06082 0.09116 -1.13484 0.6 -0.2 -1.1 -0.329
C 5.47302 0.85539 -1.04080 0.1 -0.4 0.7 -0.984
C 6.19928 0.68438 0.36111 1.0 0.3 0.3 0.200
C 7.48442 1.64965 0.53056 -0.1 -0.3 1.0 -0.740
C 7.25508 2.66999 1.74237 0.5 0.3 -0.7 -0.288
C 8.41676 3.74833 1.90201 -0.5 0.4 0.7 -1.079
H 0.75223 -4.20852 -5.03454 0.0 1.6 0.9 0.353
H -2.64703 -0.62717 -2.15499 0.9 -0.9 -0.2 -0.131
H -1.57253 -1.46535 -3.44880 -0.5 0.1 1.3 0.549
H -1.02228 -0.04327 1.76008 0.0 -1.0 -1.5 0.457
H -2.19761 -1.25779 1.12576 1.1 0.8 -0.9 0.109
H -1.91418 1.76012 0.63390 -0.3 -1.3 -0.7 0.404
H -1.96486 0.91486 -0.97378 -0.4 -0.3 1.2 0.518
H -3.97502 0.94937 1.45624 0.1 -0.3 -1.5 0.221
H -4.07942 -0.52731 0.41319 0.6 1.3 -0.2 0.205
H -4.45771 2.32502 -0.94842 -0.3 -1.0 0.5 0.318
H -4.73439 0.65973 -1.63561 0.2 0.7 1.0 0.284
H -6.42565 0.06077 0.17397 0.2 1.2 -0.3 0.340
H -7.00262 1.37575 -0.93139 1.0 0.0 1.2 0.301
H -6.05835 3.07679 0.94450 -0.7 -1.1 0.6 0.145
H -5.91389 1.61779 2.08595 -0.5 0.6 -1.3 0.340
H -8.56665 1.13793 1.48800 0.7 1.2 -0.1 0.355
H -8.00832 2.30729 2.77169 -0.2 -0.3 -1.4 0.315
H -9.79647 3.43907 1.44651 0.9 0.0 -0.9 0.296
H -8.18073 4.28871 1.30663 -0.7 -0.9 -0.5 0.367
H -7.01969 4.34311 -0.94546 -1.4 0.0 -0.1 0.187
H -8.44285 4.30103 -2.15836 0.5 -0.1 1.2 0.231
H -8.63503 5.25814 -0.61999 0.9 -0.9 -0.6 0.333
H 3.47451 0.72046 1.45196 -1.2 0.1 0.4 -0.660
H 1.77768 1.49940 1.65385 1.0 -1.2 0.2 0.367
H 1.90088 1.13632 4.17780 1.1 -0.1 -0.9 0.352
H 3.57033 1.79515 3.67201 -1.0 -1.2 -0.2 0.348
H 3.25477 -0.04492 3.94916 -0.2 1.5 -0.3 0.277
H 3.73473 -2.16221 2.65410 -1.3 -0.1 -0.2 0.480
H 2.61338 -3.19077 1.65001 0.2 1.1 1.0 0.158
H 1.35941 -2.27660 4.28669 1.0 -1.3 -0.3 0.287
H 2.75928 -3.54226 4.42527 -1.1 0.4 -0.6 0.346
H 1.20898 -3.84521 3.38750 1.0 0.6 0.7 0.329
H 3.18269 -2.63814 -2.13744 -0.3 0.5 1.3 0.417
H 3.11556 -3.32830 -0.42627 -0.1 1.1 -1.0 0.213
H 4.22444 -1.27877 0.59325 -0.3 -0.5 -1.2 -0.265
H 5.15188 -1.80580 -0.87425 -1.4 0.4 0.5 0.507
H 3.21559 0.69971 -0.69408 1.0 -0.7 -0.4 0.225
H 3.85352 -0.02410 -2.25377 0.0 0.2 1.4 0.421
H 6.17750 0.41713 -1.82360 -1.0 0.7 0.9 0.315
H 5.36769 1.97120 -1.23071 -0.1 -1.4 0.0 0.302
H 6.60828 -0.37327 0.50334 -0.9 1.3 -0.3 0.214
H 5.52910 0.92989 1.25408 0.6 -0.5 -1.3 -0.134
H 7.74689 2.18730 -0.43046 -0.4 -0.5 1.1 0.305
H 8.37576 1.00675 0.84527 -1.1 0.9 -0.7 0.307
H 6.29241 3.23833 1.55181 0.9 -0.8 0.4 0.249
H 7.18036 2.09534 2.71349 -0.1 0.5 -1.2 0.274
H 9.44064 3.37456 1.59494 -1.3 0.4 0.2 0.293
H 8.14206 4.71569 1.36109 0.6 -1.4 0.4 0.269
H 8.48118 4.04650 3.00439 0.0 -0.4 -1.4 0.309
B -1.65395 -5.85270 -5.87749 -0.4 -0.3 -0.2 0.651
F -0.47035 -5.94663 -6.67794 -0.4 0.2 0.5 -0.411
F -1.32284 -6.13024 -4.51234 0.0 0.3 -0.6 -0.422
F -2.18612 -4.52962 -5.97511 0.4 -0.5 0.1 -0.413
F -2.61822 -6.79233 -6.33709 0.6 0.6 0.3 -0.385
```
Forces are in eV/Å.

Computed properties:
**Calculated total energy**: -65839.7904 eV
**HOMO-LUMO gap**: 8.329 eV
**Net charge**: 0
**Strongest force on any atom**: 4.6 eV/Å
**E_HOMO**: -9.45 eV